Computed, not measured: C3O2Tl as an isolated structure in a non-equilibrium geometry, with ωB97M-V/def2-TZVPD.

Properties
orbital gap = 5.0003 eV
LUMO energy = 2.24 eV
energy above the lowest of the compared OMol25 structures with the same formula, charge and spin = 0.00 kcal per mole
largest force on an atom = 0.0630 hartree/bohr
total energy = -437.11829 Ha
total charge = -1

XYZ file:
```
6
Properties=species:S:1:pos:R:3:forces:R:3:mulliken_charge:R:1
O -0.784263 0.898763 0.049844 2.38 0.19 -1.48 -0.45
C -1.877841 0.161355 0.230382 -0.87 -0.81 0.16 0.18
C -2.942301 -0.467916 0.351047 0.42 0.22 0.02 -0.66
O 0.561184 -0.911617 -0.229709 -0.07 -1.01 -0.55 -0.46
C 0.459913 0.291001 -0.428640 -2.39 1.20 1.84 -0.09
Tl 2.577567 0.189229 0.484606 0.52 0.21 0.01 0.47
```
Positions in Å, forces in eV/Å.